Entry 1:
# C28H61B2BrCl2CsF4KMgNO7P

A structure of composition C28H61B2BrCl2CsF4KMgNO7P in a non-equilibrium geometry (ωB97M-V/def2-TZVPD, the OMol25 dataset).

Atoms and positions in Å:
C: 8.85 0.05 1.29
C: 7.62 0.87 0.85
C: 6.41 -0.12 0.68
C: 6.24 -0.48 -0.84
C: 4.81 -0.08 -1.31
C: 4.58 -0.40 -2.81
C: 3.12 -0.85 -3.20
C: 3.05 -2.39 -2.93
C: 1.83 -3.14 -3.53
C: 0.43 -2.67 -3.05
C: 0.28 -2.57 -1.42
C: -0.41 -1.13 -1.12
C: -0.41 -0.77 0.38
C: -1.14 0.55 0.72
P: -2.98 0.47 1.04
C: -3.32 1.20 -0.77
C: -3.06 2.72 -0.64
C: -2.15 3.22 -1.80
O: -1.42 4.35 -1.32
C: -0.14 4.20 -1.86
C: -2.72 0.02 2.89
C: -4.01 0.02 3.74
C: -4.42 -1.39 4.22
Cl: -3.66 1.00 5.23
B: -4.15 -1.01 0.68
O: -5.53 -0.86 0.96
C: -3.67 -2.42 0.08
C: -2.88 -3.37 1.15
H: 9.77 0.65 1.26
H: 8.67 -0.29 2.31
H: 8.98 -0.85 0.69
H: 7.33 1.58 1.64
H: 7.82 1.41 -0.08
H: 6.63 -1.02 1.25
H: 5.52 0.41 1.06
H: 7.00 0.07 -1.41
H: 6.29 -1.55 -1.02
H: 4.14 -0.66 -0.66
H: 4.60 1.00 -1.17
H: 5.21 -1.25 -3.11
H: 4.90 0.46 -3.41
H: 2.37 -0.25 -2.67
H: 3.04 -0.69 -4.28
H: 3.15 -2.60 -1.86
H: 3.94 -2.79 -3.42
H: 1.89 -4.25 -3.36
H: 1.87 -2.99 -4.62
H: -0.36 -3.36 -3.53
H: 0.25 -1.62 -3.50
H: -0.40 -3.47 -1.11
H: 1.23 -2.58 -0.89
H: 0.24 -0.40 -1.61
H: -1.42 -1.02 -1.62
H: -0.71 -1.59 1.03
H: 0.65 -0.61 0.62
H: -0.70 0.89 1.67
H: -0.86 1.29 -0.03
H: -3.57 1.70 1.50
H: -4.36 0.93 -1.03
H: -2.64 0.86 -1.56
H: -2.58 2.94 0.32
H: -3.99 3.27 -0.79
H: -1.46 2.46 -2.18
H: -2.81 3.54 -2.61
H: 0.44 5.06 -1.52
H: 0.39 3.25 -1.57
H: -0.17 4.26 -2.95
H: -2.13 -0.90 3.02
H: -2.11 0.84 3.29
H: -4.84 0.52 3.23
H: -4.36 -2.13 3.42
H: -3.77 -1.64 5.06
H: -5.45 -1.33 4.59
H: -5.98 -0.48 0.20
H: -3.06 -2.32 -0.92
H: -4.61 -3.02 -0.22
H: -2.80 -2.84 2.10
H: -1.81 -3.48 0.76
H: -3.31 -4.37 1.23
Cs: -2.49 -3.00 -2.19
O: -7.58 -2.69 -1.11
H: -7.50 -3.55 -0.68
H: -7.19 -2.07 -0.48
Cl: 1.65 -6.10 -2.53
C: -3.87 1.50 -7.69
C: -4.60 0.43 -6.93
O: -3.64 -0.63 -6.86
C: -2.41 -0.07 -7.00
O: -1.38 -0.64 -6.83
O: -2.50 1.24 -7.35
H: -4.15 2.50 -7.38
H: -3.99 1.41 -8.77
H: -4.85 0.73 -5.91
H: -5.50 0.10 -7.43
Mg: 2.09 2.72 -0.64
C: -1.86 2.10 8.09
C: -0.98 1.70 9.20
N: -0.25 1.39 10.01
H: -2.90 1.96 8.37
H: -1.69 3.15 7.85
H: -1.63 1.50 7.21
O: 2.48 3.28 -3.82
H: 3.14 3.98 -3.97
Br: 3.49 4.32 1.09
B: 3.21 1.23 10.91
F: 2.92 1.16 9.52
F: 2.56 2.35 11.47
F: 2.77 0.06 11.54
F: 4.60 1.37 11.08
K: 4.71 2.59 2.67

As for the HOMO energy: -7.166 eV. The total charge is 0.



Entry 2:
# C28H61B2NO14Si

A cluster of 9 separate species, C28H61B2NO14Si in total (ωB97M-V/def2-TZVPD, the OMol25 dataset).

Atoms and positions in Å:
N: 2.85 -3.65 3.68
Si: 2.40 -3.13 2.04
C: 0.93 -1.96 2.10
C: 0.49 -1.54 0.67
C: -1.01 -1.64 0.39
C: -1.62 -2.96 0.81
O: -1.01 -3.97 1.05
O: -2.98 -2.90 0.83
B: 1.96 -4.81 0.96
O: 2.05 -4.85 -0.41
O: 1.55 -5.98 1.57
B: 3.97 -2.26 1.10
O: 3.89 -1.91 -0.27
O: 5.16 -2.10 1.74
H: 2.66 -4.63 3.83
H: 2.36 -3.13 4.40
H: 1.26 -1.06 2.64
H: 0.11 -2.40 2.67
H: 0.77 -0.48 0.53
H: 1.02 -2.09 -0.11
H: -1.18 -1.58 -0.69
H: -1.59 -0.82 0.83
H: -3.28 -3.38 1.61
H: 2.28 -4.00 -0.79
H: 2.20 -6.36 2.17
H: 3.34 -1.14 -0.42
H: 5.90 -2.15 1.11
C: -3.21 -0.20 -3.84
C: -3.84 -0.54 -2.51
C: -4.32 -1.95 -2.31
O: -3.95 0.28 -1.63
H: -2.90 0.84 -3.86
H: -2.34 -0.84 -4.02
H: -3.92 -0.38 -4.65
H: -3.49 -2.65 -2.42
H: -5.08 -2.21 -3.06
H: -4.74 -2.04 -1.32
C: -4.79 -0.20 3.84
C: -3.78 -1.29 4.08
C: -4.04 -2.23 5.23
O: -2.80 -1.40 3.38
H: -4.49 0.39 2.98
H: -5.77 -0.64 3.65
H: -4.89 0.44 4.72
H: -4.99 -2.74 5.09
H: -4.10 -1.67 6.17
H: -3.24 -2.96 5.30
C: 9.50 -1.99 -0.49
C: 8.38 -3.00 -0.49
C: 8.74 -4.41 -0.89
O: 7.25 -2.69 -0.19
H: 9.12 -1.02 -0.19
H: 10.28 -2.31 0.20
H: 9.94 -1.93 -1.49
H: 9.50 -4.80 -0.21
H: 9.15 -4.41 -1.89
H: 7.85 -5.04 -0.85
C: 11.38 -5.83 -4.06
C: 12.16 -4.66 -3.53
C: 13.43 -4.30 -4.26
O: 11.79 -4.03 -2.56
H: 10.49 -5.99 -3.46
H: 11.08 -5.64 -5.10
H: 12.00 -6.73 -4.05
H: 13.21 -4.06 -5.30
H: 14.12 -5.15 -4.25
H: 13.90 -3.44 -3.78
C: -6.50 3.95 5.33
C: -7.38 2.72 5.39
C: -8.87 2.96 5.35
O: -6.91 1.61 5.46
H: -5.45 3.65 5.36
H: -6.69 4.50 4.41
H: -6.71 4.61 6.17
H: -9.14 3.48 4.43
H: -9.17 3.58 6.20
H: -9.39 2.01 5.40
C: -0.58 2.51 -6.15
C: -0.92 1.26 -6.93
C: 0.07 0.83 -7.98
O: -1.94 0.65 -6.72
H: -1.36 2.72 -5.43
H: 0.37 2.38 -5.63
H: -0.47 3.36 -6.83
H: 1.04 0.63 -7.52
H: 0.20 1.62 -8.72
H: -0.29 -0.08 -8.47
C: -3.12 5.04 0.77
C: -4.33 4.13 0.83
C: -4.15 2.73 0.30
O: -5.38 4.52 1.29
H: -3.39 6.01 1.19
H: -2.30 4.61 1.35
H: -2.80 5.16 -0.26
H: -3.37 2.22 0.86
H: -3.85 2.75 -0.75
H: -5.08 2.18 0.39
C: -4.98 9.85 2.00
C: -4.32 9.35 0.74
C: -5.16 8.48 -0.16
O: -3.17 9.63 0.47
H: -4.28 10.46 2.57
H: -5.86 10.45 1.75
H: -5.31 9.01 2.61
H: -6.04 9.03 -0.50
H: -5.49 7.59 0.37
H: -4.57 8.19 -1.03

As for the HOMO energy: -8.026 eV. Its SMILES is N[Si](CCCC(=O)O)(B(O)O)B(O)O.CC(C)=O.CC(C)=O.CC(C)=O.CC(C)=O.CC(C)=O.CC(C)=O.CC(C)=O.CC(C)=O. The total charge is 0.



Entry 3:
# C28H61IO22PS2

A cluster of 7 separate species, C28H61IO22PS2 in total (ωB97M-V/def2-TZVPD, the OMol25 dataset).

Atoms and positions in Å:
C: 1.98 -1.83 -3.23
C: 1.88 -0.59 -4.10
I: 3.89 0.32 -4.11
C: 0.92 0.47 -3.59
P: -0.87 -0.15 -3.26
O: -1.56 0.95 -4.39
O: -0.80 -1.34 -4.46
S: -1.00 1.40 -1.58
C: -2.63 -0.82 -2.78
S: -3.98 -0.52 -3.88
O: -3.73 -0.94 -5.23
O: -4.54 0.78 -3.67
H: 1.18 -2.50 -3.51
H: 2.91 -2.34 -3.42
H: 1.90 -1.55 -2.19
H: 1.68 -0.82 -5.12
H: 0.88 1.25 -4.34
H: 1.35 0.90 -2.70
H: -0.36 -1.04 -2.26
H: -1.42 1.85 -4.05
H: -0.88 -0.92 -5.33
H: -2.11 2.10 -1.86
H: -2.94 -0.36 -1.86
H: -2.61 -1.89 -2.61
H: -4.92 -1.39 -3.41
C: -8.81 -4.40 -2.64
C: -8.26 -3.47 -1.58
O: -7.90 -4.18 -0.39
C: -6.72 -4.80 -0.43
O: -5.96 -4.81 -1.36
O: -6.54 -5.42 0.74
C: -5.33 -6.18 0.81
H: -9.63 -4.99 -2.24
H: -9.17 -3.82 -3.50
H: -8.04 -5.08 -2.99
H: -9.03 -2.76 -1.27
H: -7.41 -2.90 -1.95
H: -4.47 -5.58 0.54
H: -5.40 -7.05 0.15
H: -5.23 -6.51 1.84
C: 9.90 -0.33 -3.13
C: 8.64 -0.07 -2.33
O: 7.69 -1.14 -2.48
C: 7.92 -2.21 -1.73
O: 8.82 -2.36 -0.94
O: 6.96 -3.10 -1.99
C: 7.09 -4.34 -1.28
H: 9.66 -0.53 -4.17
H: 10.56 0.53 -3.08
H: 10.44 -1.20 -2.74
H: 8.13 0.81 -2.71
H: 8.85 0.09 -1.28
H: 7.18 -4.16 -0.21
H: 7.95 -4.90 -1.64
H: 6.18 -4.90 -1.48
C: -9.70 0.01 5.22
C: -9.00 0.67 4.05
O: -7.72 0.09 3.80
C: -7.74 -1.06 3.12
O: -8.72 -1.62 2.70
O: -6.48 -1.47 2.97
C: -6.34 -2.72 2.29
H: -9.06 0.02 6.10
H: -10.63 0.54 5.46
H: -9.94 -1.03 5.00
H: -8.81 1.72 4.27
H: -9.62 0.63 3.15
H: -6.87 -2.72 1.35
H: -6.70 -3.54 2.91
H: -5.27 -2.85 2.10
C: 1.44 2.15 3.32
C: 2.22 2.72 2.15
O: 3.53 2.14 2.06
C: 3.56 0.94 1.49
O: 2.62 0.33 1.06
O: 4.83 0.52 1.46
C: 4.97 -0.77 0.86
H: 2.00 2.25 4.25
H: 0.48 2.67 3.43
H: 1.23 1.09 3.17
H: 2.38 3.79 2.29
H: 1.68 2.58 1.21
H: 4.50 -0.79 -0.12
H: 4.54 -1.54 1.50
H: 6.04 -0.96 0.74
C: -8.25 4.66 1.12
C: -7.71 4.45 2.52
O: -7.36 5.69 3.14
C: -8.37 6.39 3.65
O: -9.53 6.06 3.67
O: -7.89 7.52 4.16
C: -8.87 8.39 4.71
H: -7.54 5.23 0.53
H: -8.42 3.70 0.63
H: -9.19 5.21 1.14
H: -6.80 3.87 2.49
H: -8.43 3.91 3.14
H: -9.50 7.87 5.43
H: -9.49 8.81 3.92
H: -8.33 9.19 5.21
C: 12.34 -1.03 1.13
C: 11.92 0.42 1.26
O: 13.05 1.31 1.23
C: 13.54 1.56 0.02
O: 13.11 1.13 -1.02
O: 14.58 2.39 0.15
C: 15.23 2.71 -1.08
H: 13.08 -1.28 1.89
H: 11.47 -1.68 1.25
H: 12.78 -1.22 0.15
H: 11.44 0.60 2.22
H: 11.21 0.70 0.48
H: 14.52 3.08 -1.81
H: 15.75 1.84 -1.47
H: 15.96 3.49 -0.85

As for the HOMO energy: -5.071 eV. The total charge is -1.



Entry 4:
# C28H61N3O3

A cluster of 4 separate species, C28H61N3O3 in total in a non-equilibrium geometry (ωB97M-V/def2-TZVPD, the OMol25 dataset).

Atoms and positions in Å:
C: -0.64 -4.95 3.25
C: 0.15 -3.67 3.00
C: 1.05 -3.28 4.15
N: 1.71 -1.94 4.00
C: 2.75 -1.86 5.10
C: 3.40 -0.49 5.21
C: 2.32 0.56 5.41
C: 1.28 0.55 4.30
C: 0.68 -0.83 4.11
C: 2.39 -1.81 2.67
H: 0.01 -5.82 3.38
H: -1.35 -5.10 2.44
H: -1.17 -4.89 4.21
H: -0.51 -2.86 2.67
H: 0.84 -3.88 2.18
H: 1.86 -4.01 4.27
H: 0.53 -3.25 5.11
H: 2.28 -2.17 6.02
H: 3.50 -2.59 4.79
H: 3.98 -0.48 6.14
H: 4.06 -0.35 4.36
H: 1.78 0.40 6.35
H: 2.79 1.54 5.43
H: 0.47 1.23 4.55
H: 1.69 0.91 3.35
H: 0.15 -1.13 5.02
H: -0.03 -0.90 3.28
H: 3.03 -2.69 2.57
H: 2.97 -0.90 2.67
H: 1.63 -1.80 1.89
C: -1.45 2.66 2.58
C: -1.20 3.85 1.67
C: -0.86 3.39 0.28
N: -0.75 4.46 -0.77
C: 0.24 5.52 -0.37
C: 1.66 5.01 -0.28
C: 2.14 4.31 -1.55
C: 1.14 3.27 -2.03
C: -0.28 3.80 -2.05
C: -2.06 5.14 -1.04
H: -0.57 2.09 2.90
H: -1.97 1.84 2.07
H: -1.93 2.94 3.51
H: -0.40 4.48 2.08
H: -2.08 4.49 1.68
H: -1.69 2.79 -0.11
H: 0.01 2.74 0.23
H: -0.05 5.91 0.60
H: 0.11 6.32 -1.10
H: 1.75 4.38 0.61
H: 2.31 5.85 0.00
H: 3.12 3.88 -1.40
H: 2.22 5.13 -2.27
H: 1.25 2.33 -1.48
H: 1.35 3.02 -3.07
H: -1.00 3.00 -2.22
H: -0.40 4.55 -2.83
H: -1.94 5.76 -1.92
H: -2.29 5.76 -0.18
H: -2.78 4.36 -1.25
C: 2.01 -0.66 -3.20
C: 0.61 -1.13 -2.83
C: 0.08 -2.12 -3.83
N: -1.22 -2.76 -3.42
C: -2.33 -1.79 -3.20
C: -2.71 -1.04 -4.44
C: -3.10 -1.97 -5.59
C: -2.02 -3.02 -5.81
C: -1.64 -3.72 -4.53
C: -1.02 -3.59 -2.19
H: 2.70 -1.51 -3.12
H: 2.41 0.11 -2.56
H: 2.12 -0.41 -4.26
H: -0.10 -0.29 -2.76
H: 0.63 -1.55 -1.82
H: 0.77 -2.95 -3.98
H: -0.08 -1.67 -4.81
H: -2.01 -1.11 -2.41
H: -3.17 -2.36 -2.81
H: -1.95 -0.31 -4.75
H: -3.57 -0.40 -4.20
H: -3.27 -1.46 -6.53
H: -4.05 -2.44 -5.32
H: -1.14 -2.57 -6.28
H: -2.32 -3.81 -6.49
H: -0.84 -4.45 -4.62
H: -2.54 -4.19 -4.12
H: -0.73 -2.94 -1.36
H: -0.17 -4.25 -2.37
H: -1.92 -4.16 -2.02
O: -1.33 0.16 -0.63
C: -1.12 -0.73 0.46
O: -0.26 -1.61 0.32
O: -1.84 -0.47 1.45
H: -2.02 0.63 -0.13

As for the HOMO energy: -13.259 eV. The total charge is +2.



Copy entry 3 word for word.
# C28H61IO22PS2

A cluster of 7 separate species, C28H61IO22PS2 in total (ωB97M-V/def2-TZVPD, the OMol25 dataset).

Atoms and positions in Å:
C: 1.98 -1.83 -3.23
C: 1.88 -0.59 -4.10
I: 3.89 0.32 -4.11
C: 0.92 0.47 -3.59
P: -0.87 -0.15 -3.26
O: -1.56 0.95 -4.39
O: -0.80 -1.34 -4.46
S: -1.00 1.40 -1.58
C: -2.63 -0.82 -2.78
S: -3.98 -0.52 -3.88
O: -3.73 -0.94 -5.23
O: -4.54 0.78 -3.67
H: 1.18 -2.50 -3.51
H: 2.91 -2.34 -3.42
H: 1.90 -1.55 -2.19
H: 1.68 -0.82 -5.12
H: 0.88 1.25 -4.34
H: 1.35 0.90 -2.70
H: -0.36 -1.04 -2.26
H: -1.42 1.85 -4.05
H: -0.88 -0.92 -5.33
H: -2.11 2.10 -1.86
H: -2.94 -0.36 -1.86
H: -2.61 -1.89 -2.61
H: -4.92 -1.39 -3.41
C: -8.81 -4.40 -2.64
C: -8.26 -3.47 -1.58
O: -7.90 -4.18 -0.39
C: -6.72 -4.80 -0.43
O: -5.96 -4.81 -1.36
O: -6.54 -5.42 0.74
C: -5.33 -6.18 0.81
H: -9.63 -4.99 -2.24
H: -9.17 -3.82 -3.50
H: -8.04 -5.08 -2.99
H: -9.03 -2.76 -1.27
H: -7.41 -2.90 -1.95
H: -4.47 -5.58 0.54
H: -5.40 -7.05 0.15
H: -5.23 -6.51 1.84
C: 9.90 -0.33 -3.13
C: 8.64 -0.07 -2.33
O: 7.69 -1.14 -2.48
C: 7.92 -2.21 -1.73
O: 8.82 -2.36 -0.94
O: 6.96 -3.10 -1.99
C: 7.09 -4.34 -1.28
H: 9.66 -0.53 -4.17
H: 10.56 0.53 -3.08
H: 10.44 -1.20 -2.74
H: 8.13 0.81 -2.71
H: 8.85 0.09 -1.28
H: 7.18 -4.16 -0.21
H: 7.95 -4.90 -1.64
H: 6.18 -4.90 -1.48
C: -9.70 0.01 5.22
C: -9.00 0.67 4.05
O: -7.72 0.09 3.80
C: -7.74 -1.06 3.12
O: -8.72 -1.62 2.70
O: -6.48 -1.47 2.97
C: -6.34 -2.72 2.29
H: -9.06 0.02 6.10
H: -10.63 0.54 5.46
H: -9.94 -1.03 5.00
H: -8.81 1.72 4.27
H: -9.62 0.63 3.15
H: -6.87 -2.72 1.35
H: -6.70 -3.54 2.91
H: -5.27 -2.85 2.10
C: 1.44 2.15 3.32
C: 2.22 2.72 2.15
O: 3.53 2.14 2.06
C: 3.56 0.94 1.49
O: 2.62 0.33 1.06
O: 4.83 0.52 1.46
C: 4.97 -0.77 0.86
H: 2.00 2.25 4.25
H: 0.48 2.67 3.43
H: 1.23 1.09 3.17
H: 2.38 3.79 2.29
H: 1.68 2.58 1.21
H: 4.50 -0.79 -0.12
H: 4.54 -1.54 1.50
H: 6.04 -0.96 0.74
C: -8.25 4.66 1.12
C: -7.71 4.45 2.52
O: -7.36 5.69 3.14
C: -8.37 6.39 3.65
O: -9.53 6.06 3.67
O: -7.89 7.52 4.16
C: -8.87 8.39 4.71
H: -7.54 5.23 0.53
H: -8.42 3.70 0.63
H: -9.19 5.21 1.14
H: -6.80 3.87 2.49
H: -8.43 3.91 3.14
H: -9.50 7.87 5.43
H: -9.49 8.81 3.92
H: -8.33 9.19 5.21
C: 12.34 -1.03 1.13
C: 11.92 0.42 1.26
O: 13.05 1.31 1.23
C: 13.54 1.56 0.02
O: 13.11 1.13 -1.02
O: 14.58 2.39 0.15
C: 15.23 2.71 -1.08
H: 13.08 -1.28 1.89
H: 11.47 -1.68 1.25
H: 12.78 -1.22 0.15
H: 11.44 0.60 2.22
H: 11.21 0.70 0.48
H: 14.52 3.08 -1.81
H: 15.75 1.84 -1.47
H: 15.96 3.49 -0.85

As for the HOMO energy: -5.071 eV. The total charge is -1.



> The highest total charge belongs to which entry?

C28H61N3O3



> total charge of number 2 (C28H61B2NO14Si)?

0